{
  "formula": "C46H82Br2N8O6S",
  "method": "ωB97M-V with the def2-TZVPD basis set",
  "s2": 6.02,
  "energy_ha": -8237.1996,
  "total_charge": 0,
  "multiplicity": 5,
  "species": ["N", "C", "N", "N", "C", "C", "C", "S", "C", "Br", "C", "Br", "C", "C", "C", "O", "N", "C", "O", "H", "H", "H", "H", "H", "H", "H", "H", "H", "H", "C", "C", "C", "C", "C", "C", "N", "O", "C", "C", "C", "H", "H", "H", "H", "H", "H", "H", "H", "H", "H", "H", "H", "H", "H", "H", "H", "H", "H", "C", "C", "C", "C", "C", "C", "N", "O", "C", "C", "C", "H", "H", "H", "H", "H", "H", "H", "H", "H", "H", "H", "H", "H", "H", "H", "H", "H", "H", "C", "C", "C", "C", "C", "C", "N", "O", "C", "C", "C", "H", "H", "H", "H", "H", "H", "H", "H", "H", "H", "H", "H", "H", "H", "H", "H", "H", "H", "C", "C", "C", "C", "C", "C", "N", "O", "C", "C", "C", "H", "H", "H", "H", "H", "H", "H", "H", "H", "H", "H", "H", "H", "H", "H", "H", "H", "H"],
  "xyz": [[-1.509479, -0.815209, -0.504964], [-1.253157, -1.057936, -1.948654], [-0.672341, -2.457897, -2.052522], [-0.177541, -0.157068, -2.514221], [-2.533630, -0.887859, -2.912325], [-3.769003, -0.113047, -2.269198], [-3.644498, 1.370119, -1.822089], [-2.148806, 2.428917, -1.959585], [-4.935602, 2.052143, -1.220265], [-4.833509, 3.937588, -0.666836], [-6.292251, 1.271652, -1.067420], [-7.896132, 2.170540, -0.289926], [-6.392063, -0.197061, -1.524378], [-5.115899, -0.848309, -2.127859], [-5.579285, -2.316985, -2.519827], [-5.071038, -3.198458, -3.239048], [-6.895706, -2.513375, -1.876584], [-7.586722, -1.248976, -1.500400], [-8.782919, -1.069327, -1.213389], [-1.726278, 0.165466, -0.291706], [-2.195990, -1.467880, -0.110681], [0.230011, -2.388453, -1.536463], [-1.271019, -3.013376, -1.404508], [0.533417, 0.025268, -1.789928], [0.219651, -0.734157, -3.282086], [-2.914753, -1.952771, -3.156508], [-2.196713, -0.416625, -3.896858], [-1.073990, 1.870663, -1.285436], [-6.680804, -3.130693, -1.075177], [-10.668778, -6.298827, -1.837791], [-9.146384, -6.116064, -2.074430], [-8.762748, -6.710424, -3.445981], [-8.755627, -8.235430, -3.461110], [-7.892455, -8.789455, -2.332006], [-8.254640, -8.216726, -0.944549], [-8.378297, -6.727745, -0.946243], [-7.119019, -6.212098, -0.975894], [-9.576188, -8.849128, -0.446530], [-7.203645, -8.723009, 0.078470], [-8.965061, -4.577578, -2.135800], [-11.246997, -5.503252, -2.317725], [-11.061221, -7.228483, -2.252436], [-10.914641, -6.261504, -0.772718], [-7.766867, -6.356689, -3.739191], [-9.452043, -6.348758, -4.216211], [-9.774225, -8.628511, -3.387086], [-8.364966, -8.587487, -4.420895], [-7.976055, -9.881261, -2.319828], [-6.842269, -8.568910, -2.560689], [-9.908314, -8.378853, 0.483935], [-9.444408, -9.915333, -0.240205], [-10.388713, -8.792833, -1.167936], [-6.181784, -8.458705, -0.204061], [-7.229140, -9.813588, 0.153247], [-7.399611, -8.319117, 1.076473], [-9.236578, -4.109699, -1.184565], [-9.600508, -4.142127, -2.913400], [-7.947945, -4.285736, -2.383995], [6.486272, 0.664252, -0.441804], [5.036607, 0.280724, -0.835482], [4.640764, -1.032789, -0.128436], [5.310924, -2.264944, -0.726581], [5.085972, -2.332709, -2.233411], [5.476803, -1.034185, -2.971678], [4.918793, 0.191675, -2.324272], [3.597143, 0.254245, -2.638677], [7.018041, -0.923953, -3.055549], [5.042849, -1.170671, -4.455117], [4.179667, 1.433458, -0.249524], [6.515441, 1.197102, 0.513269], [7.138998, -0.199161, -0.307163], [6.938549, 1.330678, -1.182136], [3.553565, -1.170383, -0.180484], [4.888473, -0.973245, 0.936724], [6.382113, -2.270329, -0.502858], [4.900046, -3.165134, -0.258873], [5.647921, -3.179182, -2.641788], [4.027120, -2.556889, -2.414360], [7.318574, 0.039587, -3.477932], [7.429658, -1.703112, -3.703845], [7.519699, -1.049882, -2.098267], [3.976059, -1.381095, -4.562706], [5.569211, -1.998136, -4.938664], [5.271876, -0.260307, -5.017406], [4.434519, 2.390016, -0.714837], [4.348382, 1.531199, 0.827404], [3.106523, 1.265876, -0.372175], [-0.406058, 9.422893, 2.245635], [-0.324861, 8.155758, 1.354670], [0.291857, 8.524178, -0.011570], [-0.660411, 9.304397, -0.911954], [-1.992631, 8.576793, -1.059576], [-2.637918, 8.197668, 0.290800], [-1.679409, 7.535514, 1.226128], [-1.508768, 6.255329, 0.798135], [-3.230958, 9.460701, 0.959776], [-3.885225, 7.321734, 0.002932], [0.668610, 7.236483, 2.112827], [0.543758, 9.617101, 2.753645], [-0.621351, 10.332252, 1.683154], [-1.160102, 9.311781, 3.029933], [0.598457, 7.612875, -0.539190], [1.204741, 9.110862, 0.136207], [-0.821409, 10.314413, -0.522867], [-0.205775, 9.430006, -1.899455], [-2.679410, 9.201083, -1.640634], [-1.826912, 7.671846, -1.657515], [-3.596901, 9.234868, 1.965902], [-4.079966, 9.843414, 0.385861], [-2.530879, 10.290798, 1.028065], [-3.646708, 6.431785, -0.585268], [-4.628417, 7.879264, -0.573648], [-4.364002, 7.000393, 0.933308], [0.276608, 6.957667, 3.095210], [1.624930, 7.745621, 2.267861], [0.900609, 6.321476, 1.562280], [9.478226, -1.719548, 4.212816], [9.040671, -0.375687, 3.573616], [9.935624, 0.764095, 4.105018], [9.624720, 1.152332, 5.546606], [8.140801, 1.456388, 5.723004], [7.217751, 0.332548, 5.204620], [7.587777, -0.136301, 3.834743], [7.159355, 0.804187, 2.950873], [7.243422, -0.861226, 6.188935], [5.751660, 0.834482, 5.283312], [9.337477, -0.572998, 2.063567], [10.321818, -2.163249, 3.674887], [9.818459, -1.615840, 5.243834], [8.670644, -2.456530, 4.185050], [9.818888, 1.653610, 3.474107], [10.989842, 0.476666, 4.032108], [9.933897, 0.361094, 6.236292], [10.209714, 2.036145, 5.819074], [7.937963, 1.648943, 6.781615], [7.915676, 2.392401, 5.196619], [6.682299, -1.710662, 5.787925], [6.780860, -0.590034, 7.142349], [8.245954, -1.200964, 6.440683], [5.595375, 1.762479, 4.728061], [5.468710, 1.044696, 6.318274], [5.056902, 0.082107, 4.897577], [8.731097, -1.381809, 1.644922], [10.389646, -0.829950, 1.906796], [9.157883, 0.331400, 1.476680]],
  "forces_ev_per_a": [[0.56, 0.57, -0.83], [0.88, -0.08, -0.39], [-1.08, 0.70, 1.19], [-0.79, -0.90, 0.81], [-0.88, -1.06, 0.18], [-1.74, 0.97, 0.37], [-3.42, -1.92, 1.14], [-0.76, -0.32, -0.06], [-0.22, -3.02, -0.87], [-0.25, -1.99, -0.49], [2.13, -1.41, -1.39], [1.89, -1.02, -0.90], [3.16, 2.29, -0.48], [-0.58, 2.59, 0.92], [0.71, -0.27, -1.04], [-1.37, 3.14, 2.70], [0.59, 1.04, 0.26], [0.00, 0.94, 0.82], [4.42, -1.04, -1.06], [-0.27, -0.80, -0.06], [0.27, 0.66, -0.37], [-0.83, -0.04, -0.50], [0.58, 0.01, -0.82], [-0.21, -0.44, -0.60], [0.00, 0.81, 0.79], [0.54, 1.74, 0.32], [-0.56, -0.43, 1.47], [-1.29, -0.29, -0.47], [-1.00, 0.03, -0.54], [-0.23, -0.30, 0.05], [-1.95, 1.07, -0.49], [0.36, -0.28, 0.07], [-0.04, -0.03, 0.04], [0.10, 0.36, -0.29], [-0.63, -1.79, 0.97], [3.90, 0.67, -1.79], [-2.29, -0.58, 0.69], [-0.29, 0.03, -0.14], [0.31, 0.68, -0.15], [0.62, -0.55, 0.17], [0.31, -0.02, -0.01], [0.06, -0.03, 0.14], [0.09, -0.05, -0.09], [-0.04, 0.07, 0.21], [-0.04, 0.15, 0.25], [0.01, 0.04, 0.03], [-0.05, 0.02, 0.06], [-0.03, 0.10, 0.26], [-0.08, 0.12, 0.18], [0.06, 0.02, -0.12], [0.21, 0.15, -0.04], [0.02, 0.12, 0.03], [-0.18, 0.17, 0.01], [-0.26, 0.12, -0.17], [0.00, 0.03, -0.13], [0.02, -0.06, -0.05], [-0.08, -0.31, 0.11], [-0.29, -0.38, 0.07], [0.31, -0.03, -0.02], [1.02, 1.04, 1.56], [-0.14, -0.26, -0.27], [0.05, 0.00, -0.03], [-0.30, 0.12, 0.33], [1.60, -0.73, -1.23], [-4.11, -1.45, 0.03], [2.37, 0.42, 0.23], [0.21, 0.01, 0.25], [-0.60, 0.39, 0.26], [-0.46, -0.19, -0.53], [-0.22, -0.17, -0.11], [-0.03, 0.04, -0.11], [-0.09, -0.12, -0.03], [0.04, 0.15, -0.13], [0.05, 0.27, -0.12], [-0.02, 0.05, 0.00], [0.06, 0.06, -0.02], [0.03, 0.23, -0.16], [0.05, 0.20, -0.08], [-0.09, -0.06, 0.08], [-0.26, 0.04, 0.00], [-0.06, 0.11, 0.02], [0.09, 0.19, 0.14], [0.13, 0.07, 0.30], [-0.05, -0.05, 0.12], [-0.01, -0.12, -0.03], [0.26, -0.21, -0.19], [0.15, -0.02, -0.21], [-0.16, 0.30, 0.02], [1.26, 1.07, 1.29], [-0.25, -0.15, -0.30], [-0.05, 0.04, 0.03], [0.42, -0.20, -0.02], [-1.76, 1.19, -0.11], [1.21, -3.03, -2.80], [-0.56, 2.03, 1.29], [0.16, 0.26, 0.10], [0.46, -0.55, 0.15], [-0.37, -0.55, -0.35], [-0.05, -0.22, -0.18], [-0.12, -0.09, 0.03], [0.02, -0.03, -0.14], [-0.12, -0.05, 0.17], [-0.09, -0.10, 0.25], [0.01, -0.03, 0.04], [-0.03, 0.02, 0.08], [-0.13, -0.10, 0.22], [-0.06, -0.05, 0.21], [0.10, -0.03, -0.09], [0.10, -0.24, -0.06], [0.05, -0.08, 0.07], [0.19, 0.12, 0.19], [0.25, 0.20, 0.11], [0.11, 0.02, -0.04], [-0.04, 0.03, -0.11], [-0.28, 0.21, -0.10], [-0.26, 0.07, 0.04], [0.01, -0.16, 0.30], [1.44, -1.51, -0.36], [-0.25, 0.32, 0.14], [-0.02, -0.04, 0.05], [0.27, 0.14, -0.37], [-0.96, -0.59, 1.87], [-0.06, 3.95, -1.75], [0.34, -2.09, 1.27], [0.26, -0.18, 0.07], [0.14, 0.16, -0.74], [-0.54, 0.52, -0.08], [-0.13, 0.26, -0.07], [-0.15, 0.00, -0.02], [0.02, 0.14, 0.03], [-0.15, -0.15, -0.05], [-0.16, -0.19, -0.14], [-0.02, -0.01, -0.04], [-0.03, -0.08, -0.01], [-0.19, -0.17, -0.11], [-0.10, -0.18, -0.09], [0.08, 0.10, -0.03], [-0.02, 0.16, -0.21], [-0.01, -0.03, -0.12], [0.11, -0.20, -0.10], [0.29, -0.17, -0.03], [0.11, 0.06, -0.01], [-0.01, 0.07, 0.08], [-0.13, -0.03, 0.33], [-0.19, -0.09, 0.16]],
  "lowdin_spin": [0.000, 0.000, 0.000, 0.000, 0.000, 0.000, 0.000, 0.000, 0.000, 0.000, 0.000, 0.000, 0.000, 0.000, 0.000, 0.000, 0.000, 0.000, 0.000, 0.000, 0.000, 0.000, 0.000, 0.000, 0.000, 0.000, 0.000, 0.000, 0.000, 0.001, 0.024, 0.013, 0.001, 0.013, 0.024, 0.331, 0.585, 0.001, -0.001, -0.001, 0.000, 0.000, 0.001, 0.003, 0.001, 0.000, 0.001, 0.001, 0.003, 0.001, 0.000, 0.000, -0.001, 0.000, 0.000, 0.000, 0.000, -0.001, 0.002, 0.023, 0.013, 0.001, 0.013, 0.024, 0.328, 0.587, 0.001, -0.001, -0.001, 0.000, 0.000, 0.001, 0.003, 0.001, 0.000, 0.001, 0.001, 0.003, 0.001, 0.000, 0.000, -0.001, 0.000, 0.000, 0.000, 0.000, -0.001, 0.001, 0.023, 0.013, 0.001, 0.013, 0.024, 0.322, 0.597, 0.001, -0.001, -0.001, 0.000, 0.000, 0.001, 0.003, 0.001, 0.000, 0.001, 0.001, 0.003, 0.001, 0.000, 0.000, -0.001, 0.000, 0.000, 0.000, 0.000, -0.001, 0.002, 0.024, 0.013, 0.001, 0.013, 0.024, 0.328, 0.587, 0.001, -0.001, -0.001, 0.000, 0.000, 0.001, 0.003, 0.001, 0.000, 0.001, 0.001, 0.003, 0.001, 0.000, 0.000, -0.001, 0.000, 0.000, 0.000, 0.000, -0.001]
}